23
Properties=species:S:1:pos:R:3:nbo_charge:R:1 method="wB97M-V/def2-TZVPD" de_lowest_kj_mol=82.9 e_homo_ev=-4.101 total_charge=-1 homo_lumo_gap_ha=0.256 largest_force_ev_per_a=1.22
C 2.04 -3.55 -1.79 -0.740
C 1.86 -3.13 -0.31 0.769
O 1.50 -1.94 -0.13 -0.819
O 2.03 -4.02 0.54 -0.784
H 1.83 -2.70 -2.43 0.196
H 1.42 -4.43 -1.97 0.199
H 3.08 -3.84 -1.98 0.192
C 1.51 1.83 1.09 -0.634
C -1.76 0.09 0.40 -0.259
C -2.62 1.13 0.14 0.287
C -0.44 0.33 0.77 -0.172
C 0.08 1.61 0.68 -0.049
C -2.13 2.43 0.09 -0.316
C -0.79 2.66 0.37 -0.202
O -3.96 0.86 0.01 -0.681
H -2.14 -0.92 0.34 0.223
H 0.20 -0.53 0.93 0.284
H -2.73 3.24 -0.29 0.192
H -4.42 1.62 -0.38 0.468
H 1.65 1.96 2.17 0.207
H 1.98 2.69 0.58 0.195
H -0.33 3.64 0.34 0.196
H 2.13 0.98 0.81 0.249

***

29
Properties=species:S:1:pos:R:3:nbo_charge:R:1 method="wB97M-V/def2-TZVPD" e_homo_ev=-8.571 total_charge=0 homo_lumo_gap_ha=0.292 largest_force_ev_per_a=19.62
C -0.87 -5.32 1.07 -0.600
C 0.08 -4.55 0.14 -0.061
H 0.64 -5.20 -0.63 0.224
H 0.88 -4.00 0.76 0.195
O -0.62 -3.25 -0.62 -0.470
C -1.26 -3.46 -1.53 0.757
O -1.36 -4.46 -2.02 -0.645
C -1.81 -2.26 -2.14 -0.527
C -1.56 -1.06 -1.25 -0.071
N -2.55 -0.64 -0.40 -0.224
N -1.90 0.38 0.45 -0.326
C -0.70 0.81 0.02 0.030
N -0.30 1.86 0.45 -0.562
C 1.13 2.06 0.37 0.625
O 1.80 1.55 -0.63 -0.591
C 1.52 3.34 1.19 0.153
N 0.74 3.99 1.96 -0.406
C 1.72 4.94 2.44 -0.005
N 3.03 4.69 1.73 -0.169
N 2.80 3.80 1.07 -0.227
H 3.61 3.55 0.25 0.441
H 1.61 5.68 3.33 0.240
H -0.62 2.29 1.43 0.462
S -0.13 -0.23 -0.99 0.579
H -1.31 -2.16 -3.21 0.258
H -2.97 -2.58 -2.09 0.281
H -0.40 -5.99 1.43 0.189
H -1.42 -5.83 0.40 0.230
H -1.37 -4.58 1.86 0.219

***

37
Properties=species:S:1:pos:R:3:nbo_charge:R:1 method="wB97M-V/def2-TZVPD" de_lowest_kj_mol=0.0 e_homo_ev=-12.769 total_charge=+1 homo_lumo_gap_ha=0.337 largest_force_ev_per_a=2.71
C -2.87 3.33 -1.18 -0.610
C -2.47 1.82 -1.29 -0.419
C -1.97 1.46 -2.74 -0.234
N -1.75 -0.01 -2.89 -0.872
P -0.12 -0.44 -3.23 1.245
C 0.45 -1.64 -1.93 -1.105
B 1.98 -2.11 -2.09 1.132
O 2.90 -1.65 -1.11 -0.877
O 2.45 -2.95 -3.11 -0.881
H -3.42 3.52 -0.24 0.235
H -3.47 3.61 -2.06 0.212
H -1.95 3.95 -1.22 0.209
H -1.70 1.53 -0.55 0.218
H -3.37 1.21 -1.09 0.208
H -1.10 2.09 -3.00 0.194
H -2.82 1.73 -3.40 0.216
H -2.00 -0.48 -2.02 0.417
H -0.14 -1.18 -4.45 0.039
H 0.74 0.68 -3.38 0.041
H 0.29 -1.15 -0.95 0.308
H -0.20 -2.54 -2.05 0.299
H 2.36 -1.63 -0.31 0.491
H 3.31 -2.60 -3.37 0.511
C 2.29 -0.83 4.80 -0.153
C 0.94 -0.73 5.08 -0.197
C 0.03 -0.46 4.07 -0.195
C 0.50 -0.30 2.77 0.066
C 1.86 -0.38 2.48 -0.214
C 2.75 -0.65 3.50 -0.204
N -0.45 -0.03 1.70 0.533
O -1.62 0.06 1.98 -0.332
O -0.02 0.07 0.55 -0.468
H 3.00 -1.05 5.59 0.234
H 0.58 -0.87 6.10 0.237
H -1.02 -0.39 4.30 0.254
H 2.22 -0.25 1.47 0.229
H 3.81 -0.73 3.28 0.234